No. 1
ORCA calculation (the ωB97M-V functional and the def2-TZVPD basis) on a cluster of 3 separate species, C4H13NO2 in total.

Geometry (Å):
C1 0.1819 -2.8524 3.0448
C2 0.1669 -2.7082 1.5918
C3 -0.1076 -1.5876 0.8792
C4 -0.7436 -1.5410 -0.4612
N1 0.3902 -2.0441 -1.3557
H1 -0.7165 -2.6686 3.5881
H2 0.8421 -2.1384 3.4894
H3 0.6580 -3.8377 3.2616
H4 0.4579 -3.4738 0.9566
H5 0.4795 -0.7197 1.1981
H6 -0.9463 -0.3952 -0.6321
H7 -1.7244 -2.0811 -0.7265
H8 1.1189 -2.2826 -0.7309
H9 0.6042 -1.3782 -2.0141
O1 0.4179 6.2687 -1.0281
H10 0.9646 5.4341 -0.9304
H11 -0.4527 6.2081 -0.6781
O2 -0.4774 3.7105 -2.8099
H12 -0.3069 3.5176 -3.7720
H13 -0.8069 4.5695 -2.8707

Its energy relative to the best compared isomer or geometry (same formula, charge and spin) is 3.499 eV. Its multiplicity is 1. The net charge is 0. The calculation puts the frontier orbital gap at 8.647 eV. As for the SMILES: C/C=C/CN.O.O. The calculation puts the lowest unoccupied orbital energy at 0.67 eV.

These are the natural (NBO) partial charges, in e, on atoms 1 to 5: number 1, C, carries -0.658; number 2, C, carries -0.183; number 3, C, carries -0.211; number 4, C, carries -0.270; number 5, N, carries -0.835



No. 2
ORCA calculation (the ωB97M-V functional and the def2-TZVPD basis) on a cluster of 2 separate species, C4H13NO2 in total.

Geometry (Å):
C1 -2.0080 -0.7615 -0.8857
N1 -1.3230 -0.6226 0.3847
C2 -0.0895 0.1511 0.3865
C3 -0.4483 1.6873 0.1232
C4 0.9522 -0.2090 -0.6832
O1 2.1556 0.5491 -0.5213
H1 -1.4185 -0.4520 -1.7617
H2 -2.9820 -0.2632 -0.8326
H3 -2.2287 -1.7622 -1.2880
H4 -1.9436 -0.2060 1.0624
H5 0.3297 0.1001 1.3835
H6 -0.8115 2.1194 1.0529
H7 -1.2605 1.6491 -0.5940
H8 0.3933 2.2071 -0.3336
H9 1.2033 -1.2678 -0.5777
H10 0.6111 0.2118 -1.6305
H11 2.2117 0.9900 0.3282
O2 1.9693 -1.5918 1.7636
H12 2.3115 -1.8126 0.8779
H13 2.3760 -0.7164 1.7454

Its energy relative to the best compared isomer or geometry (same formula, charge and spin) is 1.830 eV. Its multiplicity is 1. The net charge is 0. The calculation puts the frontier orbital gap at 9.300 eV. As for the SMILES: CN[C@H](C)CO.O. The calculation puts the lowest unoccupied orbital energy at 0.70 eV.

These are the natural (NBO) partial charges, in e, on atoms 1 to 5: number 1, C, carries -0.435; number 2, N, carries -0.625; number 3, C, carries -0.054; number 4, C, carries -0.654; number 5, C, carries -0.079



The DFT total energy results, record by record, are as follows: -365.3139 -365.3752 Ha.